## a
C4H11N2S | ωB97M-V/def2-TZVPD

The total charge is +1. For the orbital gap, the calculation gives 10.3 eV.

Last column: Mulliken charge in e.
Geometry (Å):
S: 0.1330 0.7528 1.5279  -0.042
N: -1.3668 1.1637 -1.1624  -0.641
N: 1.9049 -0.1679 -0.3212  -0.344
C: 1.4740 1.0513 0.0438  -0.399
C: -1.4180 -1.5729 1.0169  -0.691
C: -0.4249 -0.7975 0.6110  0.367
C: 0.6094 -0.9506 -0.5118  -0.684
H: -2.0848 -1.0847 1.7043  0.281
H: 0.1587 -0.5031 -1.4169  0.363
H: 1.0184 1.4711 -0.8746  0.323
H: 1.1155 0.0393 2.1863  0.271
H: -1.4126 1.9105 -1.8622  0.229
H: 0.9096 -1.9930 -0.7044  0.452
H: -1.5340 -2.4808 0.5305  0.330
H: 2.0994 1.8239 0.5922  0.397
H: -1.5517 1.5447 -0.3140  0.225
H: 2.4392 -0.7113 0.3678  0.326
H: -2.0693 0.5045 -1.4132  0.239

---

## b
C4H11N2S | ωB97M-V/def2-TZVPD

The total charge is +1. For the orbital gap (spin up / spin down), the calculation gives 8.5 / 6.7 eV.

Last column: Mulliken charge in e.
Geometry (Å):
S: -2.7797 -1.0096 -0.2780  -0.201
N: 1.0007 -1.2422 -0.9249  -0.269
N: -1.4885 2.2448 -0.6123  -0.374
C: 2.0551 0.6637 0.1234  -1.308
C: -2.2831 0.2909 0.9401  -0.442
C: 0.8604 -0.2259 0.0966  -0.297
C: -1.4938 1.2970 0.1377  0.261
H: 2.0798 1.0876 1.1329  0.279
H: -0.7254 2.7216 -1.0951  0.316
H: -1.5907 -0.1696 1.5948  0.278
H: 2.0187 -1.2711 -1.0989  0.306
H: -3.2492 0.5397 1.3189  0.392
H: 0.4952 -0.9893 -1.8287  0.333
H: -2.6011 -0.0907 -1.2675  0.183
H: 3.0070 0.1753 -0.1106  0.501
H: 2.0499 1.4502 -0.5590  0.312
H: 0.4560 -2.0340 -0.6696  0.348
H: 0.4318 -0.6511 0.9450  0.382

---

## c
C4H11N2S | ωB97M-V/def2-TZVPD

The total charge is +1. For the orbital gap, the calculation gives 9.1 eV.

Last column: Mulliken charge in e.
Geometry (Å):
S: -1.7440 -0.2897 0.5977  -0.016
N: 0.6611 1.2411 0.8903  -0.632
N: 0.7400 -2.1141 0.3301  -0.305
C: 2.5774 0.2260 -0.2711  -1.577
C: 0.4213 -0.9541 0.2158  0.450
C: -3.1561 0.1795 -0.6079  -0.735
C: 0.9653 0.3229 -0.1956  0.295
H: -3.5054 1.2476 -0.3281  0.303
H: 2.9316 -0.1382 0.6409  0.517
H: 0.6990 0.7322 -1.0960  0.297
H: -1.8453 -1.5618 0.4487  0.167
H: 2.8237 -0.5520 -1.0363  0.340
H: 0.2596 -2.9233 0.7435  0.329
H: 0.1377 2.0594 0.6531  0.213
H: -2.6421 0.1434 -1.5116  0.315
H: -3.9752 -0.4096 -0.2587  0.365
H: 1.5092 1.6630 1.1386  0.240
H: 3.1422 1.1278 -0.3533  0.434

---

Relative calculated energies, zero for the most stable structure, unit eV: a 0.000; b 2.221; c 0.708.

---

## a
C19H26N2O3S | ωB97M-V/def2-TZVPD

For the orbital gap, the calculation gives 9.2 eV. The structure (SMILES) is CC(C)OCCCNC(=O)[C@H]1N2C(=O)c3ccccc3[C@@H]2SC1(C)C.

Last column: Mulliken charge in e.
Geometry (Å):
S: -0.6116 -0.9100 -2.4444  -0.322
O: 2.2365 -1.6014 -0.5297  -0.640
O: -2.0904 -0.9686 1.9680  -0.739
O: 1.7373 1.2943 0.9094  0.031
N: 1.5814 -1.6677 1.6302  -0.088
N: -0.7282 -0.6903 0.1550  0.752
C: -2.3228 0.8902 0.3933  0.321
C: -0.5060 -2.4614 -1.4239  1.687
C: -1.6283 1.1902 -0.7828  0.796
C: -1.7640 -0.3500 0.9750  -0.153
C: -0.1208 -1.9851 -0.0048  -1.169
C: 2.7922 -1.0909 2.1644  -0.762
C: 2.5138 0.1720 2.9865  -0.814
C: 1.5373 1.1403 2.2909  -0.597
C: -1.9757 2.2844 -1.5466  -0.783
C: 0.4934 -3.4197 -2.0483  -1.681
C: -3.7245 2.7745 0.0518  -0.530
C: 2.8979 2.0124 0.4984  0.624
C: -3.0364 3.0704 -1.1169  -0.510
C: 3.1526 1.6272 -0.9564  -1.397
C: -0.5413 0.1872 -0.9570  1.034
C: -1.9021 -3.0783 -1.3823  -1.520
C: 2.7040 3.5233 0.6426  -1.565
C: -3.3753 1.6775 0.8238  -0.825
C: 1.3687 -1.7548 0.3007  -0.057
H: 0.6038 -4.3012 -1.4187  0.372
H: 2.5798 3.8079 1.6851  0.384
H: -1.4455 2.5120 -2.4586  0.491
H: -2.2579 -3.2596 -2.3938  0.409
H: 4.1155 2.0096 -1.2830  0.476
H: 0.5167 0.7547 2.3727  0.197
H: -2.6063 -2.4118 -0.8867  0.313
H: -1.8816 -4.0253 -0.8448  0.370
H: 2.0740 -0.0969 3.9489  0.447
H: 3.4206 -0.8582 1.3014  0.304
H: 1.4622 -2.9420 -2.1578  0.389
H: 0.7919 -1.7286 2.2560  0.342
H: 0.1408 -3.7299 -3.0291  0.432
H: -3.9013 1.4337 1.7338  0.517
H: -0.5483 -2.6652 0.7411  0.646
H: 3.4661 0.6666 3.1840  0.312
H: 0.4562 0.6387 -0.9465  -0.682
H: 3.3122 -1.8257 2.7890  0.360
H: 3.5714 4.0433 0.2457  0.437
H: 3.7580 1.6996 1.1082  0.291
H: 1.5696 2.1087 2.8090  0.461
H: 3.1438 0.5445 -1.0580  0.275
H: -3.3320 3.9275 -1.7038  0.414
H: 1.8197 3.8336 0.0908  0.279
H: 2.3748 2.0419 -1.5933  0.268
H: -4.5436 3.4066 0.3608  0.401

---

## b
C19H26N2O3S | ωB97M-V/def2-TZVPD

For the orbital gap, the calculation gives 9.0 eV. The structure (SMILES) is CCOc1ccc(C(=O)NC[C@@H](c2cccs2)N(C)C)cc1OCC.

Last column: Mulliken charge in e.
Geometry (Å):
S: 1.5987 0.3960 -2.2882  0.127
O: -4.4215 0.4691 1.2927  -0.297
O: 0.7901 -2.5776 -0.8017  -0.671
O: -2.1773 0.7499 3.0612  -0.525
N: 4.1006 0.9891 0.1834  0.084
N: 1.7241 -0.9189 0.4137  -0.211
C: -5.5395 0.2397 0.4586  -0.392
C: -0.8914 -0.4102 1.5270  -0.472
C: 1.8691 0.6563 -3.9639  -0.618
C: 3.8701 -0.1849 -0.6696  -0.173
C: 3.0836 -1.2652 0.1073  -1.507
C: -3.8492 -0.5721 4.2677  -1.042
C: -0.6652 -1.0739 0.3281  0.744
C: -3.3615 0.8068 3.8384  -0.263
C: -2.1432 0.0870 1.8679  0.308
C: -6.7454 0.8794 1.1299  -1.417
C: -2.9834 -0.7661 -0.2227  -0.495
C: 3.1127 2.0454 0.0764  -1.034
C: 0.6648 -1.6119 -0.0727  0.220
C: 3.2877 0.1128 -2.0177  0.376
C: 5.4321 1.5377 0.0304  -0.987
C: 3.1777 0.5316 -4.2971  -0.498
C: -3.2119 -0.0718 0.9609  0.931
C: 3.9873 0.2229 -3.1824  -0.636
C: -1.7346 -1.2659 -0.5352  -1.414
H: -4.1683 -1.1496 3.4036  0.237
H: 1.5716 -0.1375 1.0283  0.245
H: 2.1065 1.6367 0.0962  0.318
H: 3.2344 2.7124 0.9309  0.361
H: 4.8563 -0.6301 -0.8501  0.611
H: 5.5650 2.3345 0.7612  0.336
H: 6.1714 0.7634 0.2292  0.341
H: -4.6893 -0.4669 4.9488  0.382
H: -3.0623 1.3894 4.7147  0.393
H: 3.2228 2.6395 -0.8432  0.340
H: -5.3731 0.6903 -0.5294  0.361
H: -6.9093 0.4321 2.1067  0.299
H: -3.7896 -0.9106 -0.9238  0.387
H: -1.5721 -1.8018 -1.4567  0.450
H: 3.0401 -2.1767 -0.4954  0.511
H: -0.1108 -0.2790 2.2612  0.543
H: 5.0523 0.0800 -3.2451  0.449
H: -3.0505 -1.1128 4.7705  0.326
H: 1.0358 0.8806 -4.5997  0.448
H: -6.5762 1.9449 1.2598  0.310
H: 5.6118 1.9546 -0.9723  0.339
H: 3.5570 0.6515 -5.2962  0.400
H: -7.6298 0.7315 0.5171  0.445
H: 3.6302 -1.4662 1.0347  0.404
H: -4.1528 1.3434 3.3080  0.192
H: -5.7036 -0.8393 0.3325  0.433

---

Relative calculated energies, zero for the most stable structure, unit eV: a 0.000; b 2.142.

---

## a
C5H9O | ωB97M-V/def2-TZVPD

The total charge is +1. For the orbital gap, the calculation gives 8.6 eV.

Last column: Mulliken charge in e.
Geometry (Å):
O: 1.8119 0.2612 0.0625  -0.172
C: 1.6775 1.4722 -0.0686  0.104
C: 1.1571 -1.9253 0.2540  -0.716
C: -1.3744 0.2991 0.4784  -0.824
C: 0.7497 -0.6742 -0.1317  0.674
C: -0.5290 -0.1673 -0.6979  -0.830
H: -0.7447 0.5384 1.4868  0.264
H: -0.3610 0.6039 -1.3314  0.395
H: 2.5289 2.1983 0.2873  0.312
H: -2.0140 -0.5433 0.8027  0.354
H: 2.1152 -1.8750 0.8450  0.262
H: -1.9383 1.2375 0.1787  0.281
H: -1.1395 -0.9733 -1.3364  0.332
H: 0.6637 1.9700 -0.5317  0.237
H: 0.6671 -2.8956 0.1604  0.325

---

## b
C5H9O | ωB97M-V/def2-TZVPD

The total charge is +1. For the orbital gap (spin up / spin down), the calculation gives 7.6 / 7.7 eV.

Last column: Mulliken charge in e.
Geometry (Å):
O: 0.0476 2.2359 -0.6276  -0.050
C: -1.8739 -0.5631 0.3517  -0.746
C: -0.0444 1.0230 -0.5752  0.326
C: 0.1648 3.4254 -0.5653  0.068
C: 1.6459 -1.4526 0.4688  -0.886
C: -0.8301 -0.0561 -0.6261  -0.209
H: -0.6694 -0.7519 -1.4808  0.363
H: 2.1029 -1.8419 -0.5206  0.236
H: -2.3539 0.3752 0.8157  0.338
H: 0.9898 4.1487 -0.8857  0.325
H: 2.3529 -1.3762 1.2400  0.363
H: -2.6145 -1.2006 -0.2486  0.315
H: 1.4023 -2.2699 1.1439  0.270
H: 1.0414 -0.5776 0.3961  0.018
H: -1.3614 -1.1184 1.1137  0.269

---

Relative calculated energies, zero for the most stable structure, unit eV: a 0.000; b 6.078.

---

## a
C9H6F3N3O3S2 | ωB97M-V/def2-TZVPD

For the orbital gap, the calculation gives 7.2 eV.

Last column: Mulliken charge in e.
Geometry (Å):
S: 2.9824 1.3462 2.1704  -0.062
S: 2.2140 1.2718 -0.7574  1.221
F: 5.0909 1.6411 3.9599  -0.192
F: 4.5713 -0.4732 3.6881  -0.190
F: 5.7773 0.5859 2.2082  -0.156
O: 2.6420 1.3687 -2.1135  -0.676
O: 3.8582 -1.6808 0.8812  -0.594
O: 1.6352 2.4317 -0.1153  -0.586
N: 3.3149 0.4661 0.1860  -0.521
N: 0.8099 1.3606 4.1261  0.410
N: 0.0851 1.4919 4.9603  -0.515
C: 4.7631 0.6969 3.0535  0.780
C: 1.4912 0.7167 2.2487  -0.197
C: -0.3095 0.0243 -0.7879  -0.496
C: 1.0605 -0.0757 -0.6338  0.346
C: 0.9597 -2.4080 -0.0435  -0.542
C: 3.0757 -0.9324 0.3266  0.151
C: -0.3558 -2.3981 -0.5251  -0.472
C: 1.6816 -1.2224 -0.1422  0.317
C: -1.0287 -1.1879 -0.7289  -0.509
H: -0.9195 -3.3150 -0.6467  0.397
H: 1.4160 -3.3049 0.3841  0.455
H: 1.2735 -0.3402 2.4816  0.401
H: 0.6817 1.2911 1.7581  0.355
H: -0.7680 0.9927 -0.9664  0.487
H: -2.1072 -1.1553 -0.8379  0.389

---

## b
C9H6F3N3O3S2 | ωB97M-V/def2-TZVPD

For the orbital gap, the calculation gives 8.0 eV.

Last column: Mulliken charge in e.
Geometry (Å):
S: -1.9515 -1.0379 2.3334  1.081
S: -4.0049 -2.7533 2.6903  -0.073
F: -6.2976 -3.7845 2.1494  -0.224
F: -6.1083 -1.7041 1.4320  -0.200
F: -6.3539 -2.0990 3.5840  -0.224
O: -1.1425 -2.1333 2.7831  -0.610
O: -4.0415 -2.4904 -0.5269  -0.583
O: -2.3313 0.0261 3.2224  -0.612
N: -3.3729 -1.6022 1.5506  -0.041
N: 2.1746 3.2572 0.1940  0.427
N: 3.2545 3.4788 -0.0801  -0.397
C: 0.8250 2.7760 0.4940  -0.417
C: -0.1293 0.8895 -0.6065  0.024
C: -1.4544 -0.4723 0.7608  0.570
C: -5.7839 -2.5512 2.4276  0.702
C: -1.9688 -0.3481 -1.5793  -0.581
C: -0.8866 0.5398 -1.7162  -0.311
C: -3.3333 -1.7448 0.1319  0.465
C: -2.2805 -0.8019 -0.2924  0.142
C: -0.3049 0.2732 0.6170  -1.049
H: 0.3151 0.4410 1.4921  0.462
H: -2.5913 -0.6647 -2.4126  0.468
H: 0.5968 1.8491 -0.4861  0.036
H: 0.1023 3.5896 0.3386  0.259
H: -0.6553 0.9481 -2.7030  0.414
H: 0.7854 2.3983 1.5238  0.269

---

Relative calculated energies, zero for the most stable structure, unit eV: a 0.000; b 0.429.